[1]
20
Properties=species:S:1:pos:R:3:forces:R:3:lowdin_charge:R:1 method="wB97M-V/def2-TZVPD" e_above_lowest_kcal_mol=13.10 smiles="CSCC[C@H](N)C(=O)O" gap_ev=9.26 e_lumo_ev=0.6348 total_energy_ha=-800.53677 homo_ev=-8.63
C -2.515074 1.342372 0.020101 1.18 0.17 1.04 -0.4219
S -2.109825 -0.152750 -0.903176 -0.32 -0.70 0.71 0.8036
C -1.337423 -1.084858 0.489091 0.56 1.29 -0.35 -0.4558
C 0.099177 -0.561976 0.747066 -0.67 0.86 -1.34 -0.1991
C 1.043189 -0.506824 -0.517637 0.34 0.51 0.03 -0.3195
N 1.609334 -1.841668 -0.731286 -0.10 0.69 0.09 0.0569
C 2.076884 0.669759 -0.306298 -0.83 -0.83 0.54 -0.4268
O 3.243691 0.575564 0.018669 -1.73 0.66 -0.65 0.0985
O 1.340664 1.852955 -0.473359 2.79 -0.04 0.84 0.0443
H -2.726238 2.097598 -0.698119 -0.55 0.55 -0.68 0.0111
H -3.332805 1.259027 0.754961 0.31 -0.19 -0.42 0.0463
H -1.594697 1.740140 0.521889 -0.77 -0.48 -0.19 0.0406
H -1.285793 -2.137293 0.384983 -0.12 -1.07 -1.10 0.0580
H -1.985956 -0.991897 1.357640 0.11 0.51 0.20 0.0725
H -0.005225 0.460613 1.136425 0.37 -0.45 0.26 0.0936
H 0.531179 -1.260402 1.429509 0.62 -0.06 0.84 0.1019
H 0.518719 -0.134941 -1.411525 -0.26 -0.56 0.36 0.1070
H 2.314937 -1.938373 -0.024803 0.38 -0.40 0.52 0.0658
H 2.126483 -1.953214 -1.596070 -0.27 0.35 -0.20 0.0794
H 1.988785 2.566159 -0.198054 -1.04 -0.78 -0.51 0.1435

=====

[2]
20
Properties=species:S:1:pos:R:3:forces:R:3:lowdin_charge:R:1 method="wB97M-V/def2-TZVPD" e_above_lowest_kcal_mol=64.70 smiles="CC(=O)[C@](N)(O)[C@@H](C)O" gap_ev=9.79 e_lumo_ev=0.4742 total_energy_ha=-477.52239 homo_ev=-9.32
C -2.153287 -0.784343 0.234262 0.25 -0.42 -0.06 -0.0193
C -1.318522 0.377871 -0.279404 -2.64 5.77 2.50 -0.3342
O -1.979011 1.408723 -0.587577 1.37 -2.54 -0.48 0.0391
C 0.175550 0.731202 0.089499 -0.51 -1.00 -0.24 -0.5370
N 0.368355 1.096163 1.480903 -0.39 0.48 0.52 0.1211
O 0.638323 1.745104 -0.749167 -0.34 0.14 0.57 0.0311
C 0.805027 -0.624866 -0.255797 -2.18 -0.59 -3.36 -0.4009
C 1.977938 -0.668295 -1.197379 0.33 0.38 -0.19 -0.0319
O 0.962370 -1.485664 0.808977 -0.12 0.42 1.15 0.0007
H -3.032398 -0.412906 0.768388 0.18 0.32 -0.34 0.0904
H -1.636680 -1.439732 0.935789 0.31 -0.13 -0.37 0.0805
H -2.502747 -1.343426 -0.634927 -0.03 -0.22 0.18 0.0928
H 0.183757 2.094181 1.600117 0.33 -0.21 -0.18 0.1007
H -0.310869 0.669124 2.106435 0.02 -0.30 -0.20 0.0943
H 0.018175 2.498006 -0.631069 0.21 -0.66 -0.39 0.1183
H -0.249955 -0.907364 -0.954266 3.45 -1.02 1.14 0.1840
H 2.873999 -0.286460 -0.697013 -0.04 0.00 -0.09 0.0916
H 2.183507 -1.689085 -1.528327 -0.15 0.04 0.20 0.0861
H 1.777975 -0.058564 -2.081878 0.09 -0.02 0.14 0.0838
H 1.218493 -0.919665 1.572434 -0.15 -0.47 -0.49 0.1089

=====

[3]
20
Properties=species:S:1:pos:R:3:forces:R:3:lowdin_charge:R:1 method="wB97M-V/def2-TZVPD" e_above_lowest_kcal_mol=47.86 smiles="C=NCCCC(=O)O.O" gap_ev=10.15 e_lumo_ev=0.5267 total_energy_ha=-477.54921 homo_ev=-9.62
C 1.968066 -2.010784 0.124181 1.26 -0.04 0.19 -0.0597
N 1.401925 -0.972519 0.554918 0.05 -0.28 -0.76 -0.0033
C -0.023974 -0.809978 0.362891 -0.38 0.54 0.22 -0.2587
C -0.553731 0.185908 1.398183 -0.75 -2.32 1.62 -0.2024
C -0.017190 1.595472 1.259138 -1.00 0.74 -1.45 -0.0924
C -0.357302 2.150350 -0.153822 -0.35 -0.50 1.09 -0.5329
O -1.453522 2.492862 -0.506075 0.11 0.02 -0.31 0.1000
O 0.724580 2.116374 -0.943372 0.73 -0.23 0.09 0.1050
H 1.561245 -2.928896 -0.286286 -0.96 0.04 -0.20 0.0702
H 3.064960 -2.072146 0.135725 -0.20 0.26 0.36 0.0652
H -0.201846 -0.385690 -0.619511 0.37 0.17 -0.19 0.0762
H -0.606979 -1.735378 0.278035 0.19 -0.16 0.57 0.1133
H -1.613829 -0.085388 1.671153 0.14 1.53 -1.50 0.1300
H -0.284840 -0.184077 2.390371 1.24 0.05 0.13 0.1024
H 1.065019 1.629173 1.327176 0.03 -0.23 0.41 0.1112
H -0.511290 2.242836 1.980806 0.21 0.12 0.06 0.1207
H 0.544915 2.275366 -1.875207 -0.50 0.32 -0.07 0.1240
O -1.307895 -1.323250 -2.393968 1.82 -0.60 -0.52 -0.0519
H -1.326698 -0.393358 -2.634803 -1.18 -0.30 0.32 0.0435
H -2.071608 -1.786882 -2.069524 -0.81 0.87 -0.05 0.0394

=====

[4]
20
Properties=species:S:1:pos:R:3:forces:R:3:lowdin_charge:R:1 method="wB97M-V/def2-TZVPD" e_above_lowest_kcal_mol=106.90 gap_ev="7.52 / 7.53" e_lumo_ev="0.6216 / 0.6218" total_energy_ha=-477.45514 homo_ev="-6.90 / -6.90"
C -0.558793 0.219046 -0.228332 -2.05 -1.94 -0.03 -0.4443
C 0.605274 -0.588056 -0.135749 3.45 4.13 1.32 -0.0415
C 1.737606 0.962278 0.374227 -0.32 -2.46 -0.70 -0.1584
C -0.968111 0.859173 -1.512233 -0.56 -0.57 -0.46 -0.0008
C -1.341724 -1.926377 -0.491336 -2.06 0.76 -0.46 -0.3973
N 1.394268 1.236696 1.752613 -0.20 -0.01 0.34 -0.0484
O -1.094657 0.761838 0.861871 0.32 0.13 -0.24 0.0615
O -1.639820 -2.725420 0.579819 0.49 0.15 0.35 0.0129
O -1.821427 -2.207544 -1.566950 0.51 0.02 -0.02 -0.0009
H -0.376793 0.904746 1.538325 0.04 -0.27 -0.11 0.0910
H -2.216009 -3.457167 0.280619 0.20 0.26 -0.17 0.1006
H 1.654113 2.166775 2.062986 0.05 -0.12 -0.05 0.0885
H 1.791795 0.556733 2.389789 0.06 0.12 -0.06 0.0903
H 0.776093 -1.147372 0.772262 -0.27 -0.26 -0.09 0.1032
H 1.022870 -0.969839 -1.053180 -0.12 -0.12 -0.05 0.1137
H 2.727347 0.531914 0.219263 0.16 0.33 0.09 0.0727
H 1.591063 1.836843 -0.253335 -0.19 -0.13 -0.07 0.0854
H -1.571016 0.149182 -2.087509 0.14 -0.13 0.01 0.0847
H -1.599882 1.732335 -1.363346 0.22 0.04 0.27 0.0942
H -0.112197 1.104218 -2.139803 0.14 0.06 0.14 0.0929

=====

[5]
21
Properties=species:S:1:pos:R:3:forces:R:3:lowdin_charge:R:1 method="wB97M-V/def2-TZVPD" e_above_lowest_kcal_mol=80.18 total_charge=-1 gap_ev="6.46 / 6.16" e_lumo_ev="3.6151 / 3.5871" total_energy_ha=-818.88201 homo_ev="-2.84 / -2.58"
C 1.022253 0.461115 2.108665 -0.01 1.97 -1.76 -0.3387
C 2.510563 0.582446 1.968641 0.09 -1.08 -1.16 -0.1656
C 0.243677 -0.796353 1.697552 0.02 1.37 0.52 -0.0691
C -0.991463 1.384846 -2.087806 -1.97 1.72 0.56 -0.1268
C -2.374600 -0.427266 -1.406094 -1.44 -0.66 -0.50 -0.1918
N -1.235390 0.104316 -2.074706 1.14 1.46 -0.49 -0.3456
O 0.017560 -2.072617 -2.446098 -0.20 -2.13 -0.76 -0.4403
O 1.580837 -0.277771 -1.631324 0.58 1.27 0.18 -0.4283
O 1.909359 0.519940 3.203682 -1.01 -0.57 2.48 -0.0960
P 0.242990 -0.914797 -1.564477 0.30 -0.94 -0.58 0.4088
H 0.525712 1.478446 1.937970 0.33 -1.59 0.26 0.1464
H 3.032138 -0.380244 1.718701 -0.14 1.30 -0.17 0.1265
H 0.333147 -0.955629 0.616801 0.38 0.04 0.24 -0.0353
H -0.868090 -0.608553 1.774382 1.14 -0.68 0.74 0.0827
H 0.724859 -1.625673 2.232349 -0.84 -0.12 0.00 0.0839
H 2.966450 1.562439 1.781730 0.04 -0.58 -0.45 0.1066
H -0.213771 1.830339 -2.654535 0.78 -0.05 -0.34 0.0363
H -1.592547 2.040587 -1.435060 0.21 -0.04 -0.29 0.0464
H -1.935563 -1.393316 -1.272589 -1.05 -1.38 0.80 0.0159
H -2.531785 0.049915 -0.420130 -0.42 -0.10 -0.44 0.0699
H -3.366337 -0.562172 -2.047652 2.07 0.79 1.14 0.1142

=====

[6]
21
Properties=species:S:1:pos:R:3:forces:R:3:lowdin_charge:R:1 method="wB97M-V/def2-TZVPD" e_above_lowest_kcal_mol=19.21 gap_ev=10.44 e_lumo_ev=0.6677 total_energy_ha=-875.74441 homo_ev=-9.77
N 2.801919 -0.355743 0.475505 -0.11 -0.03 0.09 0.0009
C 1.850222 -0.040057 -0.589982 0.05 -0.01 -0.07 -0.2495
C 0.414778 0.012323 -0.040224 -0.01 0.08 0.07 -0.3257
C -0.632235 -0.566864 -1.000735 -0.05 0.07 -0.03 -0.1418
C -1.856486 -1.137788 -0.299107 0.04 -0.02 0.02 -0.2381
O -2.694549 -0.146882 0.309189 -0.09 0.00 -0.04 -0.3143
S -2.064191 0.627288 1.592538 -0.05 0.04 0.03 0.9112
O -3.175882 1.364235 2.128492 0.06 -0.05 -0.01 -0.3749
O -1.220785 1.744651 0.780867 -0.04 0.08 -0.01 -0.3088
C 0.119983 1.461910 0.344633 0.05 -0.01 0.04 -0.1966
H 2.475392 -1.150668 1.012369 0.04 -0.03 -0.05 0.0643
H 3.706784 -0.608912 0.098718 0.01 0.11 0.00 0.0671
H 2.119114 0.942675 -0.991357 0.00 -0.06 -0.06 0.1139
H 1.893154 -0.739517 -1.434693 -0.04 -0.05 0.08 0.1083
H 0.395952 -0.591426 0.875757 0.04 -0.04 -0.06 0.1257
H -0.951775 0.188583 -1.725775 0.02 -0.03 0.01 0.1343
H -0.186835 -1.387530 -1.570638 0.01 0.01 0.03 0.1177
H -2.507729 -1.641041 -1.011673 0.02 0.00 0.02 0.1252
H -1.552594 -1.865719 0.462502 0.02 -0.01 -0.06 0.1197
H 0.250763 2.095288 -0.534995 0.00 -0.01 0.03 0.1304
H 0.815002 1.795191 1.118609 0.02 -0.05 -0.05 0.1311

=====

[7]
21
Properties=species:S:1:pos:R:3:forces:R:3:lowdin_charge:R:1 method="wB97M-V/def2-TZVPD" e_above_lowest_kcal_mol=25.49 smiles="CNC(C)=O.COC(=O)O" gap_ev=10.03 e_lumo_ev=0.4916 total_energy_ha=-552.83827 homo_ev=-9.54
C -0.220495 -2.578983 0.157634 0.12 0.25 0.16 -0.0850
N -0.111871 -1.298112 -0.509328 2.05 0.81 0.01 -0.0279
C 1.190677 -0.686671 -0.607584 -1.35 -2.05 -1.23 -0.5072
C 1.259649 0.392164 -1.657091 -0.23 0.61 0.40 -0.0050
O 2.186462 -1.181820 -0.105480 -1.14 0.55 0.23 0.0599
H 0.488567 -3.283555 -0.283251 -0.14 -0.11 0.06 0.0841
H 0.041031 -2.451513 1.209785 -0.11 -0.18 0.01 0.0887
H -1.244795 -2.946066 0.071263 0.17 0.00 0.03 0.0843
H -0.891028 -0.969149 -1.063472 0.53 -0.02 -0.08 0.1170
H 0.272773 0.802150 -1.881008 0.11 0.05 0.01 0.0697
H 1.677211 -0.031060 -2.573902 0.05 -0.03 0.20 0.0924
H 1.907543 1.196711 -1.300838 0.00 -0.10 -0.20 0.0812
C 0.450071 2.138654 1.301448 0.50 0.30 -0.31 -0.0549
O -0.286686 0.920479 1.368969 -2.57 -0.78 -1.55 -0.0561
C -1.437121 0.812427 0.539549 0.32 3.22 2.41 -0.5721
O -1.752901 1.613202 -0.323726 1.05 -1.52 0.26 0.0893
O -2.354636 0.020471 1.133667 0.70 -0.32 -0.64 0.1257
H 0.008314 2.893370 0.642883 -0.12 -0.36 0.07 0.0963
H 0.532131 2.550442 2.310906 -0.14 -0.19 -0.08 0.0954
H 1.455496 1.899836 0.944267 -0.10 0.08 0.05 0.0839
H -3.170392 0.187024 0.625309 0.31 -0.18 0.20 0.1404

=====

[8]
25
Properties=species:S:1:pos:R:3:forces:R:3:lowdin_charge:R:1 method="wB97M-V/def2-TZVPD" smiles="O=NOC[C@@H]1COS(=O)(=O)O1.CCO" gap_ev=9.43 e_lumo_ev=-0.9272 total_energy_ha=-1176.44164 homo_ev=-10.36
O 0.291955 1.597871 0.945503 -3.54 -0.66 0.55 0.0544
N -0.776653 1.016866 1.058612 4.17 2.53 -0.08 -0.0102
O -0.586517 -0.233346 0.531471 -0.08 -2.70 0.96 -0.1574
C -0.403201 -1.201443 1.641744 -0.61 -0.63 -0.06 -0.0793
C 0.764409 -2.273136 1.218739 -0.45 -1.96 2.07 -0.2618
C 2.052082 -2.519285 2.213294 -0.95 2.49 -0.81 -0.1462
O 2.726322 -3.683717 1.551767 -1.56 2.36 -1.52 -0.2399
S 2.845067 -3.050566 -0.058061 5.87 -0.61 -2.96 0.9172
O 4.201225 -2.250033 0.027332 -6.09 -2.32 -0.22 -0.3263
O 2.892969 -4.062363 -1.239384 -1.36 3.67 5.27 -0.3001
O 1.395223 -2.110673 -0.101862 1.36 -1.56 1.54 -0.2047
H -1.415067 -1.819044 1.771526 2.27 1.36 -0.31 0.1503
H -0.199940 -0.654686 2.658494 -0.07 -0.97 -2.06 0.1450
H 0.198863 -3.298205 1.297239 1.11 1.75 -0.75 0.1606
H 2.695182 -1.532781 2.034606 -0.93 -2.24 0.79 0.1517
H 1.752504 -2.623789 3.341004 0.85 -0.50 -2.38 0.1601
C -1.914451 3.724747 -2.814731 0.08 0.21 -0.13 -0.0947
C -1.772293 3.001018 -1.491787 -0.14 -0.06 -0.34 -0.3478
O -3.035527 2.508099 -1.070441 -0.29 -0.32 0.04 -0.0947
H -2.620461 4.556798 -2.724230 0.15 -0.09 0.06 0.0783
H -0.949825 4.114991 -3.151422 -0.10 -0.03 -0.05 0.0752
H -2.310785 3.053104 -3.583247 0.14 0.00 0.03 0.0733
H -1.396935 3.681288 -0.721641 -0.18 -0.18 0.01 0.1132
H -1.077780 2.159731 -1.577406 0.20 0.12 -0.05 0.0949
H -3.356369 1.898555 -1.757120 0.16 0.34 0.39 0.0889

=====

[9]
19
Properties=species:S:1:pos:R:3:forces:R:3:lowdin_charge:R:1 method="wB97M-V/def2-TZVPD" e_above_lowest_kcal_mol=250.11 gap_ev=4.30 e_lumo_ev=-3.3779 total_energy_ha=-724.92630 homo_ev=-7.68
O 2.432308 -0.740615 -1.198264 0.16 0.35 0.11 -0.0668
C 1.762204 -0.234881 -0.286231 -0.76 0.42 -0.52 -0.6504
N 1.129533 -0.998881 0.597086 -0.69 -0.37 1.59 -0.0097
C 0.293440 -0.393580 1.676822 1.08 0.97 -1.89 -0.2346
C -1.070097 -0.113283 1.069257 -0.80 -3.88 2.67 -0.1015
C -1.574542 -1.199736 0.297708 -0.30 0.63 1.93 0.0492
S -1.514378 1.436037 -1.823318 -1.22 0.90 -0.73 0.4001
C 1.436501 1.297711 -0.424225 1.04 -0.97 0.39 -0.0689
H -0.932979 0.186537 -2.096760 1.61 -2.05 0.09 -0.3571
H 0.252661 -1.105693 2.504369 -0.40 -0.05 -0.07 0.1188
H 0.636151 0.561905 2.087612 0.25 -0.01 0.08 0.1034
H -1.723828 0.587477 1.564979 -0.24 1.12 -1.27 0.1420
H -0.829635 -0.350319 -0.175085 0.70 0.27 -1.47 0.0707
H -1.087539 -2.160618 0.448912 0.48 0.41 -0.78 0.1240
H -2.529412 -1.164513 -0.206952 -0.07 0.29 0.07 0.0991
H -0.829121 -0.509612 -2.569611 -0.67 1.32 -0.04 0.2697
H 2.137478 1.946918 0.103036 0.14 -0.14 0.00 0.0711
H 1.571766 1.410780 -1.494194 -0.29 0.62 -0.03 0.0585
H 0.439488 1.544366 -0.075140 -0.02 0.17 -0.12 -0.0175

=====

[10]
19
Properties=species:S:1:pos:R:3:forces:R:3:lowdin_charge:R:1 method="wB97M-V/def2-TZVPD" e_above_lowest_kcal_mol=157.11 smiles="C=[S@](=O)(NC)C1CC1" gap_ev=9.04 e_lumo_ev=0.7738 total_energy_ha=-725.07452 homo_ev=-8.27
C -2.361293 -0.453437 -0.261882 1.33 -0.94 -2.71 -0.2507
S -0.833235 -0.230912 0.438790 -0.65 0.79 0.54 0.7620
O -1.040015 -0.169502 1.864768 1.01 -0.44 1.05 -0.3929
N -0.448104 1.341492 -0.033593 0.74 0.23 -1.64 -0.2184
C -1.060356 1.938037 -1.254821 1.63 -3.97 -1.52 -0.1351
C 0.945774 -1.272403 0.236335 -2.07 1.62 1.30 -0.2290
C 2.291436 -0.694042 0.028260 -2.16 0.01 1.68 -0.1193
C 1.911786 -1.193817 1.376005 -0.08 -1.03 0.09 -0.1378
H -2.836614 -1.462600 -0.173256 0.73 0.75 0.27 0.0176
H -2.147238 -0.246617 -1.380157 -0.75 -0.46 1.41 0.0161
H -0.700701 2.018389 0.669735 0.01 -0.70 0.96 0.0934
H -2.052093 1.659366 -1.285052 -2.50 0.24 0.25 0.0133
H -0.899681 2.939469 -1.234775 0.44 2.92 0.02 0.0455
H -0.730380 1.506450 -2.262555 0.49 0.55 1.51 0.1115
H 0.646292 -2.171070 -0.207588 -0.20 -1.25 -0.53 0.0793
H 2.310143 0.335054 -0.052751 0.58 1.89 -0.56 0.0841
H 2.871870 -1.347379 -0.464409 2.39 -1.46 -2.26 0.0704
H 2.375222 -2.033200 1.901342 -0.22 -0.25 -0.89 0.1136
H 1.757187 -0.463276 2.095603 -0.71 1.52 1.04 0.0765